(1)
Here is a structure of composition C4H7LaO3 at a distorted geometry from the Open Molecules 2025 dataset. Energies are from the ωB97M-V functional and the def2-TZVPD basis.

Geometry (Å):
1 O -1.075 -2.931 -1.399
2 C -1.783 -3.730 -0.811
3 H -2.057 -4.681 -1.295
4 H -2.144 -3.531 0.212
5 O 1.093 1.281 -0.576
6 C 1.269 2.337 0.279
7 C 0.841 2.101 1.709
8 O 1.234 0.940 2.363
9 C -0.163 0.936 2.043
10 La 0.071 -0.691 -1.085
11 H 0.707 3.242 -0.037
12 H 2.337 2.639 0.333
13 H 0.863 2.996 2.344
14 H -0.904 0.732 1.268
15 H -0.753 0.805 2.956

## Properties
M, g/mol: 242.00
Orbital gap, eV: 6.7525
DFT total energy, Ha: -413.17149
Energy above the lowest of the compared OMol25 structures with the same formula, charge and spin, kcal/mol: 16.05
HOMO energy, Ha: -0.6082
Charge: +2

These are the Mulliken partial charges, in e, on atoms 1 to 2: O -0.5853; C 0.1013


(2)
Here is a structure of composition C30H32BaN9S3Si from the Open Molecules 2025 dataset. Energies are from the ωB97M-V functional and the def2-TZVPD basis.

Geometry (Å):
1 Ba 1.265 -0.522 1.464
2 C 3.674 0.486 3.000
3 C 2.664 0.443 3.979
4 C 2.396 -0.910 4.270
5 C 3.243 -1.704 3.460
6 C 4.031 -0.838 2.678
7 H 4.105 1.384 2.578
8 H 2.187 1.299 4.436
9 H 1.692 -1.263 5.013
10 H 3.315 -2.784 3.450
11 H 4.778 -1.145 1.960
12 N 0.394 -3.545 3.680
13 C -0.548 -3.709 2.735
14 N -1.223 -4.861 2.755
15 C -2.153 -4.963 1.814
16 N -2.860 -6.112 1.759
17 N -2.446 -4.034 0.895
18 C -1.706 -2.937 0.966
19 N -0.754 -2.699 1.866
20 C -1.972 -1.901 -0.079
21 C -2.983 -2.098 -1.008
22 C -3.162 -1.152 -2.005
23 C -2.341 -0.041 -2.026
24 C -1.368 0.081 -1.044
25 N -1.175 -0.829 -0.094
26 H 0.657 -4.362 4.200
27 H 1.066 -2.795 3.599
28 H -2.718 -6.807 2.467
29 H -3.603 -6.193 1.092
30 H -3.579 -2.995 -0.958
31 H -3.919 -1.298 -2.764
32 H -2.425 0.717 -2.792
33 H -0.721 0.949 -1.005
34 C -2.705 2.456 1.010
35 Si -1.040 2.358 1.908
36 C -1.260 0.969 3.170
37 C -0.845 3.979 2.850
38 N 0.331 1.965 0.993
39 C 0.957 2.708 0.042
40 C 0.340 3.752 -0.694
41 C 1.018 4.467 -1.668
42 C 2.341 4.179 -1.984
43 C 2.973 3.156 -1.284
44 C 2.308 2.446 -0.301
45 H -3.487 2.777 1.706
46 H -2.998 1.481 0.614
47 H -2.696 3.162 0.177
48 H -2.096 1.196 3.838
49 H -0.373 0.836 3.798
50 H -1.496 0.012 2.689
51 H -1.720 4.204 3.466
52 H -0.695 4.812 2.159
53 H 0.032 3.932 3.501
54 H -0.693 3.998 -0.478
55 H 0.499 5.261 -2.194
56 H 2.866 4.738 -2.748
57 H 4.007 2.913 -1.500
58 H 2.866 1.705 0.267
59 S -1.874 -2.762 -4.160
60 C -0.504 -2.535 -3.230
61 S -0.001 -3.697 -2.045
62 C 1.305 -2.653 -1.517
63 N 1.354 -1.548 -2.195
64 N 0.366 -1.502 -3.169
65 C 0.379 -0.316 -3.966
66 C 0.911 0.845 -3.413
67 C 0.938 2.014 -4.155
68 C 0.449 2.030 -5.455
69 C -0.046 0.861 -6.012
70 C -0.079 -0.317 -5.278
71 S 2.286 -3.058 -0.179
72 H 1.324 0.828 -2.415
73 H 1.351 2.907 -3.704
74 H 0.468 2.945 -6.033
75 H -0.409 0.855 -7.032
76 H -0.463 -1.224 -5.715

## Properties
M, g/mol: 780.26
Orbital gap, eV: 6.6766
DFT total energy, Ha: -3165.06365
Energy above the lowest of the compared OMol25 structures with the same formula, charge and spin, kcal/mol: 0.00
HOMO energy, Ha: -0.1652
Charge: -1

These are the Mulliken partial charges, in e, on atoms 1 to 2: Ba 0.8611; C -0.5461


(3)
Here is a structure of composition C6H6Cl18Cr2O8S2 at a distorted geometry from the Open Molecules 2025 dataset. Energies are from the ωB97M-V functional and the def2-TZVPD basis.

Geometry (Å):
1 Cr -1.624 1.878 1.281
2 Cr 2.080 1.781 1.499
3 S 0.455 2.601 3.482
4 O 0.847 3.456 2.351
5 O 0.510 3.499 4.603
6 O -0.904 2.117 3.091
7 O 1.481 1.557 3.436
8 S 0.182 0.166 0.263
9 O 0.254 1.659 0.374
10 O 0.273 -0.218 -1.127
11 O 1.310 -0.112 1.149
12 O -1.181 0.010 0.835
13 C 3.408 -0.764 -1.603
14 Cl 3.364 0.979 -1.198
15 Cl 4.134 -1.683 -0.288
16 Cl 4.353 -1.081 -3.083
17 H 2.410 -1.157 -1.761
18 C -3.813 -0.679 3.528
19 Cl -5.433 -0.730 4.191
20 Cl -2.696 -0.300 4.843
21 Cl -3.717 0.579 2.279
22 H -3.492 -1.640 3.142
23 C 0.170 -1.771 -2.338
24 Cl 0.896 -0.832 -3.639
25 Cl 1.404 -2.576 -1.374
26 Cl -0.948 -2.973 -3.069
27 H -0.403 -1.179 -1.635
28 C 0.914 -2.386 2.427
29 Cl 2.371 -3.344 2.566
30 Cl 0.269 -1.962 4.027
31 Cl -0.314 -3.213 1.390
32 H 1.158 -1.460 1.920
33 C -2.618 0.310 -2.374
34 Cl -3.079 1.613 -1.270
35 Cl -3.340 0.511 -3.975
36 Cl -2.933 -1.275 -1.643
37 H -1.555 0.365 -2.575
38 C 1.175 1.598 -3.884
39 Cl 0.223 1.023 -5.298
40 Cl 0.437 2.855 -2.905
41 Cl 2.811 2.076 -4.369
42 H 1.162 0.703 -3.270

## Properties
2S+1: 9
M, g/mol: 1012.39
Orbital gap (spin up / spin down), eV: 8.2373 / 8.7670
DFT total energy, Ha: -12002.71728
Energy above the lowest of the compared OMol25 structures with the same formula, charge and spin, kcal/mol: 169.87
HOMO energy (spin up / spin down), Ha: -0.3542 / -0.3724

These are the Mulliken partial charges, in e, on atoms 1 to 2: Cr 0.3792; Cr 0.6194


(4)
Here is the molecule C2H3BrO2 at a distorted geometry from the Open Molecules 2025 dataset. Energies are from the ωB97M-V functional and the def2-TZVPD basis.

Geometry (Å):
1 C 1.122 0.669 -0.598
2 C -0.682 -0.612 0.444
3 O 1.292 1.185 0.460
4 O 0.108 -0.173 -0.795
5 Br -2.451 -0.592 -0.070
6 H 1.576 0.787 -1.489
7 H -0.304 -1.491 0.852
8 H -0.659 0.226 1.196

## Properties
M, g/mol: 138.95
Orbital gap, eV: 11.3220
Structure (SMILES): O=COCBr
DFT total energy, Ha: -2802.47140
Energy above the lowest of the compared OMol25 structures with the same formula, charge and spin, kcal/mol: 26.43
HOMO energy, Ha: -0.3845

These are the Mulliken partial charges, in e, on atoms 1 to 2: C 0.1711; C -0.3055


(5)
Here is a cluster of 2 separate species, Cl2H4N2Si2 in total at a distorted geometry from the Open Molecules 2025 dataset. Energies are from the ωB97M-V functional and the def2-TZVPD basis.

Geometry (Å):
1 N 1.176 -0.036 -0.487
2 N -1.864 1.176 0.341
3 Si -0.978 1.550 -0.899
4 Si 0.664 -1.540 -0.830
5 Cl 1.894 0.572 0.902
6 Cl -2.673 -0.219 0.799
7 H -0.091 2.763 -0.477
8 H -0.899 1.193 -2.281
9 H 0.474 -2.070 -2.296
10 H 0.247 -2.568 0.306

## Properties
M, g/mol: 159.12
Orbital gap, eV: 7.5048
Structure (SMILES): [SiH2]=NCl.[SiH2]=NCl
DFT total energy, Ha: -1611.08591
Energy above the lowest of the compared OMol25 structures with the same formula, charge and spin, kcal/mol: 103.07
HOMO energy, Ha: -0.3178

These are the Mulliken partial charges, in e, on atoms 1 to 2: N -0.2644; N -0.1913


(6)
Here is the ion C9H17ClN3O with charge +1 at a distorted geometry from the Open Molecules 2025 dataset. Energies are from the ωB97M-V functional and the def2-TZVPD basis.

Geometry (Å):
1 C -1.125 -3.553 -0.489
2 C -0.141 -3.021 -1.647
3 C 1.231 -2.372 -1.107
4 N 1.066 -1.431 0.040
5 C 0.827 -0.030 -0.390
6 C -0.786 0.053 -0.499
7 N -1.196 1.496 -0.338
8 C -0.240 2.051 0.430
9 C -0.483 3.598 0.797
10 C -1.538 3.589 2.040
11 O -1.886 4.638 2.598
12 Cl -2.207 1.985 2.680
13 C 0.960 1.054 0.828
14 N 2.350 1.587 0.663
15 H -2.177 -3.656 -0.961
16 H -0.864 -4.619 -0.129
17 H -1.119 -2.816 0.382
18 H 0.128 -3.947 -2.286
19 H -0.710 -2.323 -2.375
20 H 1.773 -1.927 -2.016
21 H 1.885 -3.259 -0.756
22 H 1.942 -1.522 0.590
23 H 1.411 0.239 -1.349
24 H -1.323 -0.557 -1.296
25 H -1.090 -0.382 0.528
26 H -2.035 1.975 -0.710
27 H 0.480 4.138 1.129
28 H -1.004 4.174 -0.053
29 H 0.820 0.589 1.868
30 H 2.787 1.721 1.587
31 H 2.263 2.527 0.241

## Properties
M, g/mol: 218.71
Orbital gap, eV: 7.8589
Structure (SMILES): CCCN[C@H]1C[NH+]=C(CC(=O)Cl)[C@@H]1N
DFT total energy, Ha: -1052.48033
Energy above the lowest of the compared OMol25 structures with the same formula, charge and spin, kcal/mol: 26.02
HOMO energy, Ha: -0.4713
Charge: +1

These are the Mulliken partial charges, in e, on atoms 1 to 2: C -0.8798; C -0.5171


(7)
Here is the ion C7H15N2O with charge +1 at a distorted geometry from the Open Molecules 2025 dataset. Energies are from the ωB97M-V functional and the def2-TZVPD basis.

Geometry (Å):
1 C -0.433 1.129 -0.258
2 C 0.186 -1.432 -1.318
3 C -1.024 -0.781 -1.556
4 C -0.075 1.220 2.105
5 C -2.251 -1.734 -1.646
6 C 0.455 2.051 3.224
7 C 2.628 -1.023 -0.981
8 N -1.152 0.064 -0.328
9 N -0.053 1.779 0.822
10 O 1.264 -0.733 -1.360
11 H -0.447 1.600 -1.311
12 H 0.196 -2.373 -0.659
13 H -1.039 -0.089 -2.429
14 H -0.327 0.178 2.115
15 H -1.837 -2.480 -2.343
16 H -3.046 -1.265 -2.087
17 H -2.554 -1.973 -0.621
18 H 0.122 1.498 4.170
19 H 0.017 2.966 3.099
20 H 1.547 2.182 3.084
21 H 2.954 0.007 -0.493
22 H 3.179 -1.024 -1.943
23 H 2.613 -2.019 -0.499
24 H -1.556 -0.275 0.542
25 H 0.632 2.529 0.671

## Properties
M, g/mol: 143.21
Orbital gap (spin up / spin down), eV: 6.6906 / 8.1007
DFT total energy, Ha: -460.05767
Energy above the lowest of the compared OMol25 structures with the same formula, charge and spin, kcal/mol: 135.09
HOMO energy (spin up / spin down), Ha: -0.3926 / -0.4230
Charge: +1

These are the Mulliken partial charges, in e, on atoms 1 to 2: C 0.0398; C -0.2798


(8)
Here is the molecule C17H22F3N5 from the Open Molecules 2025 dataset. Energies are from the ωB97M-V functional and the def2-TZVPD basis.

Geometry (Å):
1 C -3.341 -3.192 -3.178
2 H -2.961 -4.211 -3.149
3 H -3.741 -3.002 -4.171
4 H -4.149 -3.105 -2.456
5 C -2.235 -2.185 -2.853
6 C -1.691 -2.403 -1.487
7 N -1.934 -1.667 -0.438
8 C -1.254 -2.230 0.610
9 C -0.583 -3.344 0.174
10 N -0.871 -3.440 -1.168
11 H -0.536 -4.158 -1.790
12 C 0.306 -4.321 0.853
13 H -0.010 -5.342 0.636
14 H 0.276 -4.170 1.928
15 H 1.337 -4.205 0.516
16 C -1.309 -1.647 1.990
17 N -0.506 -0.465 2.258
18 C -1.044 0.806 1.828
19 H -2.123 0.807 1.982
20 C -0.727 1.132 0.358
21 N 0.705 1.089 0.163
22 C 1.518 2.166 0.147
23 N 2.837 1.921 0.223
24 C 3.694 2.917 0.154
25 C 3.334 4.245 0.010
26 C 1.966 4.511 -0.068
27 C 1.045 3.490 -0.005
28 H -0.006 3.717 -0.070
29 C 1.510 5.929 -0.253
30 F 1.662 6.346 -1.527
31 F 0.215 6.117 0.045
32 F 2.202 6.798 0.504
33 H 4.062 5.036 -0.035
34 H 4.735 2.630 0.222
35 C 1.241 -0.218 0.484
36 H 2.320 -0.195 0.340
37 C 0.903 -0.569 1.945
38 H 1.244 -1.580 2.173
39 H 1.438 0.134 2.594
40 H 0.790 -0.945 -0.195
41 H -1.137 2.103 0.091
42 H -1.188 0.370 -0.279
43 H -0.597 1.580 2.465
44 H -0.988 -2.415 2.702
45 H -2.346 -1.386 2.215
46 H -1.429 -2.274 -3.587
47 H -2.636 -1.173 -2.898

## Properties
M, g/mol: 353.39
Orbital gap, eV: 7.9921
Structure (SMILES): CCc1nc(CN2CCN(c3cc(C(F)(F)F)ccn3)CC2)c(C)[nH]1
DFT total energy, Ha: -1234.41488
HOMO energy, Ha: -0.2720

These are the Mulliken partial charges, in e, on atoms 1 to 2: C -1.1629; H 0.3061


> The highest M belongs to which entry?

C6H6Cl18Cr2O8S2